(1)
The following is a quantum chemistry calculation of C23H25NO9S in the gas phase at a distorted geometry, from the OMol25 dataset.

Geometry (Å):
C1 0.849 -3.959 0.298
C2 -0.344 -3.204 -0.465
O1 -1.540 -3.362 -0.422
O2 0.286 -2.289 -1.371
C3 -0.622 -1.158 -1.906
C4 -0.209 -0.011 -1.079
O3 -0.651 -0.215 0.038
C5 -0.642 0.921 0.840
S1 -0.897 0.105 2.702
C6 -2.046 -1.141 2.242
C7 -1.692 -2.316 2.915
C8 -2.598 -3.523 2.960
C9 -3.337 -3.542 1.854
C10 -3.757 -2.218 1.105
C11 -4.789 -2.156 0.192
C12 -4.996 -0.993 -0.734
C13 -4.407 0.004 -0.206
N1 -3.392 0.028 0.757
C14 -3.196 -1.113 1.479
C15 0.694 1.532 0.996
O4 0.655 2.678 1.472
C16 1.645 3.278 2.242
C17 1.237 4.374 3.062
O5 2.579 2.799 2.577
C18 1.104 1.747 -0.581
O6 2.570 2.233 -0.430
C19 3.518 1.439 -0.190
C20 4.870 2.077 -0.260
O7 3.312 0.472 0.310
C21 1.125 0.519 -1.418
O8 1.324 0.963 -2.815
C22 2.390 0.959 -3.432
C23 2.122 1.696 -5.000
O9 3.505 0.553 -2.813
H1 1.592 -4.116 -0.408
H2 0.493 -4.707 0.777
H3 1.283 -3.263 0.900
H4 -0.111 -1.167 -2.953
H5 -1.434 -1.896 -1.939
H6 -1.153 0.594 -1.478
H7 -1.523 1.645 0.498
H8 -1.068 -2.321 3.884
H9 -2.626 -4.350 3.346
H10 -4.224 -4.311 1.605
H11 -5.450 -3.129 -0.202
H12 -5.643 -0.997 -1.476
H13 -4.498 1.007 -0.924
H14 1.541 0.882 1.538
H15 0.478 4.285 3.885
H16 2.238 4.897 3.595
H17 0.692 5.146 2.618
H18 0.759 2.638 -0.819
H19 4.766 3.294 -0.099
H20 5.288 1.887 -1.166
H21 5.563 1.628 0.375
H22 1.779 -0.059 -1.258
H23 2.889 1.049 -5.398
H24 2.492 2.747 -4.547
H25 1.204 1.437 -5.275

Output
Structure (SMILES)   CC(=O)OC[C@H]1O[C@@H](Sc2cccc3cccnc23)[C@H](OC(C)=O)[C@@H](OC(C)=O)[C@@H]1OC(C)=O
Charge   0
Highest occupied orbital energy   -8.0 eV
Lowest unoccupied orbital energy   -0.4 eV
Multiplicity   1

These are the natural (NBO) partial charges, in e, on atoms 1 to 2:
1. C -0.673
2. C 0.833


(2)
The following is a quantum chemistry calculation of a molecular structure, C23H26Br39IN3O2S at a distorted geometry, from the OMol25 dataset.

Geometry (Å):
C1 1.318 3.663 0.171
C2 0.979 2.880 -0.971
C3 0.630 1.938 -2.283
I1 1.876 3.026 -3.793
N1 -0.695 2.193 -3.037
C4 -0.900 0.902 -3.795
N2 -2.038 0.782 -4.553
Br1 -3.369 2.107 -4.756
N3 0.268 -0.019 -3.537
C5 1.161 -0.458 -4.636
C6 0.492 -0.679 -5.984
C7 0.854 0.280 -2.136
C8 -0.280 -0.563 -1.259
Br2 -1.587 0.626 -0.237
C9 0.230 -1.576 -0.123
C10 -0.981 -2.724 0.051
Br3 0.184 -0.590 1.664
S1 2.648 -0.314 -1.836
C11 3.215 0.008 -0.042
O1 3.711 0.400 -2.701
O2 2.824 -1.835 -2.241
H1 1.960 4.434 0.823
H2 -1.488 2.545 -2.448
H3 -2.219 -0.130 -5.073
H4 2.318 -0.613 -4.658
H5 -0.413 -1.402 -6.152
H6 0.972 -0.035 -6.868
H7 -1.001 -1.189 -1.980
H8 1.187 -2.200 -0.285
H9 -0.899 -3.436 -0.876
H10 -2.050 -2.253 0.102
H11 -0.779 -3.405 1.009
H12 4.355 0.345 0.007
H13 2.578 0.943 0.323
H14 2.997 -0.949 0.595
C12 4.915 -2.282 -5.379
Br4 5.084 -4.220 -5.423
Br5 4.079 -1.665 -3.735
Br6 6.619 -1.400 -5.699
H15 4.250 -2.000 -6.202
C13 3.897 3.405 3.282
Br7 5.627 2.616 2.869
Br8 3.818 5.282 2.778
Br9 2.433 2.385 2.507
H16 3.777 3.360 4.370
C14 2.817 7.651 6.395
Br10 3.298 8.766 4.875
Br11 1.998 5.978 5.835
Br12 4.328 7.356 7.584
H17 2.062 8.201 6.968
C15 0.418 -6.609 -1.559
Br13 1.127 -6.717 0.250
Br14 -1.463 -7.100 -1.630
Br15 0.743 -4.867 -2.361
H18 0.963 -7.344 -2.160
C16 -7.235 2.308 -6.325
Br16 -5.505 1.520 -6.739
Br17 -7.314 4.185 -6.829
Br18 -8.699 1.289 -7.100
H19 -7.355 2.264 -5.238
C17 -3.659 -3.346 2.724
Br19 -3.012 -4.867 3.749
Br20 -4.894 -2.251 3.754
Br21 -2.198 -2.293 1.989
H20 -4.222 -3.749 1.875
C18 -5.209 3.136 0.424
Br22 -3.479 2.347 0.010
Br23 -5.288 5.013 -0.080
Br24 -6.673 2.116 -0.351
H21 -5.328 3.091 1.511
C19 -2.789 6.643 3.187
Br25 -2.621 4.706 3.143
Br26 -3.626 7.260 4.831
Br27 -1.085 7.525 2.867
H22 -3.454 6.925 2.364
C20 0.328 -4.496 -7.331
Br28 1.826 -3.759 -6.333
Br29 -0.427 -6.060 -6.454
Br30 -1.026 -3.150 -7.703
H23 0.721 -4.830 -8.297
C21 -1.872 -3.412 7.947
Br31 -1.062 -2.060 6.807
Br32 -3.789 -3.143 8.139
Br33 -1.450 -5.213 7.346
H24 -1.432 -3.296 8.943
C22 -4.360 -7.554 6.534
Br34 -4.908 -8.113 8.315
Br35 -3.754 -9.057 5.458
Br36 -5.751 -6.534 5.635
H25 -3.502 -6.884 6.659
C23 9.144 4.113 4.545
Br37 7.521 4.983 5.173
Br38 9.336 2.322 5.279
Br39 9.261 4.116 2.603
H26 9.988 4.704 4.917

Output
Charge   +1
Highest occupied orbital energy   -10.6 eV
Lowest unoccupied orbital energy   -4.4 eV
Multiplicity   1

These are the Mulliken partial charges, in e, on atoms 1 to 2:
1. C -0.806
2. C 0.615


(3)
The following is a quantum chemistry calculation of a molecular structure, C23H26BrFIrN2O11P2 at a distorted geometry, from the OMol25 dataset.

Geometry (Å):
Ir1 -0.471 -0.501 -0.134
N1 0.527 2.543 -3.206
C1 0.336 1.161 -3.815
C2 0.443 1.229 -5.325
P1 1.608 0.046 -3.061
O1 2.794 1.153 -2.966
O2 1.950 -1.067 -3.968
O3 1.119 -0.265 -1.671
P2 -1.296 0.591 -3.147
O4 -2.265 1.658 -3.880
O5 -1.601 -0.801 -3.528
O6 -1.173 1.032 -1.695
H1 1.521 2.751 -3.055
H2 0.052 2.539 -2.290
H3 0.093 3.265 -3.781
H4 1.424 1.594 -5.637
H5 -0.338 1.869 -5.742
H6 0.325 0.225 -5.727
H7 3.651 0.768 -2.738
H8 -3.078 1.234 -4.186
Br1 -0.972 1.715 1.522
C3 -2.829 1.608 1.351
C4 -3.610 2.531 1.981
C5 -5.008 2.456 1.856
C6 -5.557 1.470 1.095
C7 -4.752 0.508 0.437
C8 -5.375 -0.494 -0.338
C9 -4.617 -1.445 -0.935
C10 -3.213 -1.432 -0.792
C11 -2.543 -0.467 -0.087
C12 -3.332 0.546 0.564
H9 -3.151 3.312 2.573
H10 -5.632 3.180 2.364
H11 -6.632 1.398 0.983
H12 -6.453 -0.485 -0.438
H13 -5.080 -2.227 -1.526
H14 -2.662 -2.213 -1.267
F1 -0.678 -1.527 1.465
O7 3.486 -0.213 0.746
C13 2.542 0.549 0.618
O8 1.302 0.250 0.853
C14 2.782 1.962 0.139
C15 4.063 2.495 0.160
C16 4.331 3.787 -0.304
C17 3.265 4.498 -0.801
O9 3.254 5.760 -1.341
C18 1.888 6.060 -1.612
O10 1.125 4.862 -1.429
C19 1.992 3.968 -0.829
C20 1.711 2.718 -0.351
H15 4.861 1.872 0.541
H16 5.327 4.208 -0.286
H17 1.789 6.395 -2.644
H18 1.533 6.824 -0.915
H19 0.713 2.302 -0.327
C21 0.218 -3.703 -4.170
N2 -0.479 -3.494 -2.905
C22 -1.789 -4.111 -2.758
C23 -0.011 -2.612 -2.062
O11 -0.616 -2.296 -0.995
H20 0.597 -4.724 -4.231
H21 1.029 -2.984 -4.261
H22 -0.491 -3.532 -4.981
H23 -1.761 -5.089 -3.235
H24 -2.542 -3.484 -3.241
H25 -2.027 -4.235 -1.705
H26 0.973 -2.220 -2.295

Output
<S²>   0.7565
Charge   0
Highest occupied orbital energy (alpha / beta)   -8.1 / -8.2 eV
Lowest unoccupied orbital energy (alpha / beta)   -0.5 / -1.2 eV
Multiplicity   2

These are the natural (NBO) partial charges, in e, on atoms 1 to 2:
1. Ir 1.668
2. N -0.714


(4)
The following is a quantum chemistry calculation of 2 unconnected molecules or ions with the total composition C23H26Cl2N3, from the OMol25 dataset.

Geometry (Å):
C1 -1.725 1.475 2.907
N1 -1.267 0.120 2.782
C2 -2.237 -0.894 3.094
C3 -1.828 -2.162 2.406
C4 -0.434 -2.543 2.812
N2 0.485 -1.421 2.748
C5 1.888 -1.805 2.846
C6 2.753 -0.606 3.143
C7 2.291 0.620 2.380
N3 0.890 0.918 2.551
C8 0.086 -0.112 2.686
H1 -0.886 2.113 2.655
H2 -2.551 1.667 2.212
H3 -2.060 1.690 3.931
H4 -2.303 -1.038 4.185
H5 -3.211 -0.546 2.741
H6 -2.520 -2.957 2.685
H7 -1.886 -2.040 1.320
H8 -0.439 -2.938 3.841
H9 -0.061 -3.344 2.161
H10 1.998 -2.557 3.637
H11 2.192 -2.278 1.899
H12 2.726 -0.403 4.218
H13 3.785 -0.847 2.873
H14 2.846 1.501 2.732
H15 2.539 0.478 1.306
Cl1 -5.020 5.808 -3.540
C9 -4.049 5.468 -2.178
C10 -4.631 4.920 -1.023
C11 -3.829 4.560 0.050
C12 -2.413 4.670 -0.031
C13 -1.569 4.170 1.007
C14 -0.191 4.007 0.872
C15 0.643 3.774 1.964
C16 2.020 4.173 1.982
C17 2.557 4.650 3.201
C18 3.796 5.270 3.247
C19 4.575 5.332 2.080
Cl2 6.144 6.000 2.158
C20 4.100 4.797 0.872
C21 2.829 4.224 0.817
C22 -1.856 5.290 -1.184
C23 -2.662 5.673 -2.248
H16 -5.708 4.782 -0.983
H17 -4.275 4.162 0.965
H18 -2.033 3.931 1.970
H19 0.270 4.109 -0.119
H20 0.198 3.583 2.940
H21 1.945 4.563 4.102
H22 4.167 5.697 4.170
H23 4.728 4.841 -0.013
H24 2.447 3.791 -0.112
H25 -0.781 5.472 -1.230
H26 -2.228 6.122 -3.135

Output
Charge   +1
Highest occupied orbital energy   -10.4 eV
Lowest unoccupied orbital energy   -5.3 eV
Multiplicity   1

These are the natural (NBO) partial charges, in e, on atoms 1 to 2:
1. C -0.412
2. N -0.435


no.,electronic energy (hartree)
1,-2020.92844
2,-102287.95182
3,-5290.27692
4,-1976.41664